1.
154
Properties=species:S:1:pos:R:3:mulliken_charge:R:1 method="wB97M-V/def2-TZVPD" de_lowest_kj_mol=36.01 charge=+4 e_tot_ha=-4522.0213 e_homo_ev=-14.177 gap_ev=8.391 lumo_ev=-5.7857
C -2.730 10.947 5.358 -1.43
C -2.151 10.083 4.254 -0.08
N -3.123 9.197 3.681 0.22
C -3.047 8.412 2.510 -0.80
C -4.179 7.667 2.420 0.02
N -4.847 7.879 3.633 0.17
C -4.297 8.864 4.259 -0.13
C -6.018 7.073 3.977 -0.93
H -3.561 11.600 5.015 0.36
H -1.963 11.564 5.808 0.37
H -3.108 10.318 6.125 0.43
H -1.313 9.581 4.698 0.27
H -1.780 10.643 3.405 0.35
H -2.256 8.568 1.774 0.42
H -4.585 7.115 1.537 0.36
H -4.627 9.225 5.212 0.34
H -6.423 6.691 3.074 0.32
H -6.732 7.749 4.442 0.37
H -5.656 6.331 4.614 0.36
C 4.884 1.115 -5.940 -0.89
C 6.378 1.136 -5.891 -0.71
N 6.898 0.046 -6.606 0.19
C 6.786 -1.280 -6.164 -0.50
C 6.958 -2.084 -7.233 -0.41
N 7.147 -1.215 -8.339 0.12
C 7.047 0.051 -7.913 -0.03
C 7.296 -1.660 -9.717 -0.86
H 4.533 0.160 -5.540 0.15
H 4.661 1.163 -7.001 0.42
H 4.527 1.969 -5.408 0.39
H 6.753 1.192 -4.860 0.32
H 6.943 2.020 -6.334 0.42
H 6.507 -1.521 -5.148 0.53
H 7.021 -3.167 -7.334 0.43
H 7.088 1.009 -8.477 0.38
H 6.316 -1.684 -10.142 0.33
H 7.827 -2.583 -9.646 0.34
H 7.945 -0.995 -10.247 0.38
C 6.263 -1.173 7.863 -1.11
C 6.470 -1.729 6.461 -0.58
N 5.386 -1.369 5.549 0.14
C 4.031 -1.544 5.703 -0.32
C 3.511 -0.905 4.602 -0.23
N 4.479 -0.370 3.866 0.18
C 5.625 -0.650 4.435 -0.18
C 4.434 0.356 2.600 -1.07
H 6.582 -0.143 7.893 0.32
H 6.901 -1.728 8.554 0.36
H 5.267 -1.297 8.209 0.38
H 6.530 -2.805 6.343 0.40
H 7.353 -1.465 5.957 0.38
H 3.503 -2.118 6.464 0.44
H 2.433 -1.004 4.325 0.37
H 6.636 -0.450 4.045 0.34
H 4.604 1.435 2.824 0.32
H 3.545 0.155 2.084 0.48
H 5.244 0.040 1.930 0.37
C 5.116 -4.218 1.782 -1.31
C 4.174 -3.571 0.846 0.61
N 4.160 -4.352 -0.392 0.41
C 5.290 -4.807 -1.087 -0.20
C 4.821 -5.259 -2.284 -0.82
N 3.443 -5.214 -2.216 0.36
C 3.084 -4.605 -1.103 -0.39
C 2.546 -5.356 -3.379 -0.86
H 5.308 -3.511 2.636 0.11
H 6.014 -4.308 1.254 0.48
H 4.817 -5.181 2.145 0.40
H 4.557 -2.552 0.549 -0.03
H 3.102 -3.502 1.135 -0.08
H 6.307 -4.757 -0.721 0.43
H 5.412 -5.683 -3.144 0.37
H 2.052 -4.416 -0.858 0.46
H 1.661 -5.899 -3.105 0.30
H 3.014 -5.799 -4.261 0.32
H 2.308 -4.328 -3.652 0.32
C -7.470 2.144 -1.897 -1.26
C -7.502 3.569 -1.254 -0.09
N -7.656 4.728 -2.089 0.28
C -8.709 5.045 -2.935 -0.43
C -8.428 6.221 -3.505 -0.51
N -7.147 6.619 -3.023 0.23
C -6.732 5.694 -2.166 0.06
C -6.654 7.959 -3.350 -0.75
H -6.867 2.157 -2.806 0.34
H -8.540 1.818 -1.909 0.38
H -6.889 1.531 -1.266 0.38
H -6.539 3.776 -0.745 0.03
H -8.336 3.559 -0.490 0.32
H -9.530 4.359 -2.995 0.47
H -8.902 6.877 -4.194 0.43
H -5.911 5.817 -1.453 0.25
H -5.529 7.920 -3.373 0.32
H -6.822 8.707 -2.575 0.34
H -7.029 8.431 -4.299 0.27
C -0.950 0.006 -1.252 -0.80
C -2.244 0.028 -1.939 -0.41
N -2.154 -0.365 -3.450 0.14
C -1.483 0.385 -4.386 -0.49
C -1.540 -0.264 -5.567 -0.37
N -2.248 -1.427 -5.349 0.09
C -2.641 -1.446 -4.028 0.02
C -2.619 -2.378 -6.365 -0.75
H -0.990 0.664 -0.304 0.33
H -0.141 0.411 -1.898 0.27
H -0.616 -1.061 -0.936 0.21
H -2.657 1.037 -1.856 0.23
H -2.964 -0.664 -1.530 0.32
H -1.091 1.365 -4.189 0.47
H -1.093 -0.019 -6.551 0.42
H -3.220 -2.214 -3.483 0.36
H -1.771 -2.437 -7.086 0.30
H -3.449 -2.060 -6.912 0.35
H -2.848 -3.228 -5.754 0.30
C -5.079 -5.985 4.092 -1.27
C -3.801 -6.693 3.814 -0.04
N -3.225 -7.355 5.050 0.20
C -3.629 -8.521 5.705 -0.46
C -2.630 -8.865 6.550 -0.32
N -1.708 -7.859 6.449 0.07
C -2.055 -7.004 5.488 -0.15
C -0.524 -7.676 7.247 -0.83
H -5.305 -5.359 3.308 0.43
H -4.835 -5.303 4.926 0.33
H -5.848 -6.681 4.407 0.35
H -3.033 -5.940 3.511 0.01
H -3.892 -7.520 3.094 0.36
H -4.550 -8.951 5.450 0.48
H -2.355 -9.596 7.314 0.42
H -1.507 -6.105 5.172 0.37
H -0.351 -8.248 8.126 0.34
H -0.571 -6.676 7.702 0.35
H 0.396 -7.750 6.598 0.32
C -2.402 4.851 -0.190 -0.94
C -3.868 5.021 -0.553 0.83
O -4.413 6.165 -0.338 -1.00
O -4.430 4.054 -1.093 -0.65
H -2.029 3.909 -0.478 0.12
H -2.302 5.028 0.875 0.28
H -1.833 5.619 -0.718 0.31
P 0.151 -4.257 2.052 1.33
F -0.900 -5.484 1.778 -0.40
F 0.379 -4.710 3.639 -0.42
F 1.371 -5.154 1.625 -0.33
F 1.159 -3.038 2.345 -0.37
F -0.079 -3.635 0.555 -0.40
F -1.077 -3.387 2.581 -0.37
P 3.655 -1.288 -2.647 1.43
F 3.034 0.204 -2.606 -0.39
F 5.057 -0.691 -3.023 -0.38
F 4.080 -1.215 -1.121 -0.45
F 4.351 -2.787 -2.700 -0.15
F 2.173 -1.949 -2.317 -0.45
F 3.233 -1.530 -4.223 -0.48

2.
150
Properties=species:S:1:pos:R:3:mulliken_charge:R:1 method="wB97M-V/def2-TZVPD" charge=+1 e_tot_ha=-6910.0582 e_homo_ev=-9.596 gap_ev=6.245 lumo_ev=-3.3504
C 7.433 -1.148 3.833 -1.34
C 6.063 -0.633 4.324 -0.73
C 4.853 -1.496 3.814 -0.48
C 4.081 -0.730 2.708 0.04
C 3.327 0.467 3.372 -2.27
C 1.948 0.845 2.809 -0.49
C 0.888 -0.286 3.018 0.59
O 0.891 -0.628 4.421 -0.39
C 0.805 -2.002 4.677 -0.02
O -0.205 -2.397 5.194 -0.51
C 1.859 -3.039 4.359 0.91
C 2.148 -3.555 3.108 -0.09
C 3.118 -4.522 2.890 -0.53
C 3.842 -5.013 3.965 -0.67
C 3.534 -4.522 5.229 -0.54
C 2.569 -3.562 5.447 -0.41
C -0.533 0.310 2.701 -0.52
C -1.486 -0.884 2.344 -2.24
C -2.801 -0.889 3.152 0.39
C -3.619 -2.152 2.754 -1.59
F -2.567 -0.971 4.517 -0.39
C -0.611 1.596 1.823 2.82
C -1.861 1.533 0.892 -3.72
O -1.700 0.685 -0.257 0.00
C -2.502 1.001 -1.309 0.88
F -2.461 -0.037 -2.143 -0.23
F -2.081 2.063 -2.003 -0.26
F -3.769 1.193 -0.936 -0.21
P -1.301 2.895 3.064 0.23
O -2.690 2.281 3.679 -0.53
O -0.315 3.054 4.349 -0.63
S -1.693 4.606 2.347 -0.33
N 0.628 2.196 1.223 0.16
P 0.387 3.030 -0.464 0.45
O 1.715 2.658 -1.314 -0.32
Br 0.719 5.241 -0.180 -0.17
C 1.955 1.432 1.322 -1.09
C 3.030 2.573 1.406 -1.79
N 4.416 2.293 1.238 0.20
C 5.188 3.145 0.344 -1.09
N 2.151 0.330 0.410 2.25
C 3.322 0.086 -0.362 -0.22
O 3.781 -1.018 -0.408 -0.45
F 3.893 1.003 -1.152 -0.12
C 1.102 -0.367 -0.247 -0.22
O 0.734 -0.107 -1.355 -0.35
F 0.600 -1.516 0.257 -0.26
H 7.557 -2.217 4.043 0.34
H 7.617 -0.873 2.786 0.27
H 8.205 -0.635 4.432 0.43
H 6.074 -0.725 5.424 0.45
H 5.909 0.442 4.138 0.26
H 4.221 -1.668 4.690 -0.17
H 5.238 -2.440 3.406 0.61
H 3.337 -1.352 2.193 -0.13
H 4.841 -0.441 1.965 0.53
H 3.229 0.193 4.435 1.04
H 4.034 1.311 3.434 0.75
H 1.597 1.690 3.435 0.63
H 1.110 -1.219 2.493 0.31
H 1.594 -3.180 2.243 0.41
H 3.262 -4.846 1.859 0.41
H 4.616 -5.753 3.771 0.44
H 4.102 -4.916 6.074 0.39
H 2.393 -3.219 6.466 0.51
H -0.898 0.547 3.717 1.23
H -0.982 -1.803 2.692 1.00
H -1.671 -1.070 1.281 0.52
H -3.436 -0.017 2.945 0.38
H -2.915 -2.936 2.447 0.31
H -4.395 -1.928 2.013 0.28
H -4.117 -2.477 3.679 0.41
H -2.743 1.187 1.450 0.52
H -2.180 2.532 0.544 0.77
H -2.502 1.927 4.565 0.44
H -0.040 2.200 4.729 0.50
H 0.827 3.034 1.801 1.00
H 1.471 2.405 -2.220 0.34
H 2.880 3.017 2.420 0.51
H 2.815 3.433 0.742 0.35
H 4.767 1.367 1.399 0.28
H 5.344 4.126 0.816 0.31
H 6.178 2.695 0.186 0.38
H 4.705 3.264 -0.641 0.33
C 7.179 -1.601 -6.697 -1.45
C 6.056 -1.478 -5.678 -0.27
N 5.945 -0.157 -5.083 0.17
C 5.036 -0.117 -3.951 -0.74
C 3.549 -0.397 -4.212 -0.53
C 5.827 0.955 -6.014 -0.65
C 4.644 0.948 -6.991 -0.99
H 8.142 -1.346 -6.252 0.33
H 7.237 -2.629 -7.056 0.43
H 7.018 -0.964 -7.568 0.31
H 6.255 -2.201 -4.882 0.41
H 5.116 -1.793 -6.156 0.25
H 5.128 0.852 -3.453 0.22
H 5.389 -0.846 -3.213 0.37
H 3.051 0.457 -4.671 0.11
H 3.041 -0.586 -3.262 0.04
H 3.393 -1.272 -4.842 0.34
H 6.748 1.007 -6.599 0.41
H 5.816 1.891 -5.450 0.31
H 4.462 -0.038 -7.421 0.25
H 4.848 1.633 -7.817 0.37
H 3.726 1.294 -6.517 0.28
C -7.139 -6.858 -1.971 -1.44
C -6.397 -5.534 -2.076 -0.28
N -6.325 -4.800 -0.824 0.15
C -5.831 -3.444 -0.986 -0.90
C -4.386 -3.262 -1.463 -0.50
C -5.780 -5.527 0.311 -0.70
C -4.355 -6.083 0.189 -0.85
H -8.156 -6.710 -1.603 0.34
H -7.202 -7.321 -2.956 0.43
H -6.630 -7.565 -1.314 0.30
H -6.927 -4.918 -2.807 0.43
H -5.398 -5.726 -2.498 0.24
H -5.960 -2.899 -0.045 0.31
H -6.487 -2.932 -1.697 0.42
H -3.669 -3.453 -0.664 0.01
H -4.235 -2.226 -1.782 0.21
H -4.140 -3.898 -2.313 0.32
H -6.450 -6.361 0.534 0.38
H -5.838 -4.893 1.201 0.32
H -4.164 -6.535 -0.784 0.26
H -4.198 -6.855 0.946 0.39
H -3.605 -5.313 0.368 0.14
C -3.556 5.072 -0.848 -0.86
C -4.845 4.616 -1.518 -0.55
N -5.972 5.491 -1.269 0.11
C -7.240 4.925 -1.708 -0.67
C -7.441 4.687 -3.209 -0.99
C -5.772 6.896 -1.589 -0.66
C -5.407 7.255 -3.035 -0.99
H -3.686 5.164 0.231 0.21
H -2.766 4.339 -1.032 0.05
H -3.204 6.028 -1.239 0.42
H -5.084 3.623 -1.129 0.44
H -4.652 4.489 -2.595 0.18
H -8.055 5.554 -1.341 0.36
H -7.371 3.967 -1.195 0.39
H -7.645 5.614 -3.743 0.25
H -8.306 4.039 -3.361 0.40
H -6.584 4.197 -3.673 0.26
H -4.988 7.286 -0.935 0.34
H -6.664 7.457 -1.299 0.38
H -4.670 6.573 -3.463 0.25
H -4.979 8.260 -3.066 0.37
H -6.283 7.268 -3.681 0.30

The highest charge belongs to which entry? C44H80F12N14O2P2

Which value of charge does entry 1 give? +4

The highest charge belongs to which entry? C44H80F12N14O2P2